1.
{"formula": "C50H51F6N7", "method": "ωB97M-V/def2-TZVPD", "elements": ["F", "C", "C", "C", "C", "C", "C", "H", "H", "H", "H", "H", "F", "C", "C", "C", "C", "C", "C", "H", "H", "H", "H", "H", "F", "C", "C", "C", "C", "C", "C", "H", "H", "H", "H", "H", "F", "C", "C", "C", "C", "C", "C", "H", "H", "H", "H", "H", "F", "C", "C", "C", "C", "C", "C", "H", "H", "H", "H", "H", "F", "C", "C", "C", "C", "C", "C", "H", "H", "H", "H", "H", "C", "C", "N", "H", "H", "H", "C", "C", "N", "H", "H", "H", "C", "C", "N", "H", "H", "H", "C", "C", "N", "H", "H", "H", "C", "C", "N", "H", "H", "H", "C", "C", "N", "H", "H", "H", "C", "C", "N", "H", "H", "H"], "xyz": [[8.8155, -14.0646, -23.5481], [10.1218, -13.8032, -23.4351], [10.6971, -12.8301, -24.2240], [12.0627, -12.5442, -24.0980], [12.8023, -13.2217, -23.1610], [12.2393, -14.2461, -22.4136], [10.8970, -14.5678, -22.5662], [10.1138, -12.2814, -24.9523], [12.5311, -11.8731, -24.8035], [13.8644, -13.0206, -23.0689], [12.7467, -14.8779, -21.6976], [10.4879, -15.3202, -21.9049], [9.6737, -14.4398, -14.7297], [10.5111, -13.4160, -14.9113], [11.1120, -13.2559, -16.1525], [11.9965, -12.1998, -16.3593], [12.2815, -11.3183, -15.3152], [11.6466, -11.4623, -14.0924], [10.7769, -12.5304, -13.8939], [10.8739, -13.9586, -16.9405], [12.4553, -12.0797, -17.3274], [13.0573, -10.5656, -15.3965], [11.9368, -10.8706, -13.2355], [10.3941, -12.6298, -12.8844], [8.4708, -11.0722, -19.0994], [9.7885, -10.8446, -19.1810], [10.3288, -9.8570, -18.3795], [11.7097, -9.6390, -18.4352], [12.5268, -10.3956, -19.2637], [11.9167, -11.3532, -20.0751], [10.5617, -11.6083, -20.0268], [9.7061, -9.2270, -17.7613], [12.0920, -8.7943, -17.8725], [13.5638, -10.1049, -19.3459], [12.6075, -11.8909, -20.7129], [10.1136, -12.3795, -20.6402], [5.4333, -11.3496, -19.3305], [4.8208, -10.3352, -19.9497], [3.4840, -10.1079, -19.7008], [2.8195, -9.1841, -20.5011], [3.4879, -8.4489, -21.4627], [4.8499, -8.6784, -21.6630], [5.5190, -9.6476, -20.9393], [2.9381, -10.7917, -19.0644], [1.7651, -9.0172, -20.3158], [2.9534, -7.7980, -22.1402], [5.3076, -8.2034, -22.5224], [6.5463, -9.9483, -21.0986], [13.3337, -14.2392, -19.0786], [14.3981, -14.9597, -18.7211], [15.1906, -14.5737, -17.6625], [16.3400, -15.3082, -17.3627], [16.6294, -16.4654, -18.0672], [15.7617, -16.8973, -19.0760], [14.6629, -16.1331, -19.4168], [14.9711, -13.6779, -17.0944], [16.9489, -15.0434, -16.5096], [17.4977, -17.0661, -17.8354], [15.9859, -17.7936, -19.6374], [13.9740, -16.3959, -20.2100], [8.4908, -10.0641, -22.5651], [9.4409, -9.4952, -23.3211], [10.6814, -9.1803, -22.7715], [11.6728, -8.6933, -23.6183], [11.4453, -8.5279, -24.9828], [10.1919, -8.8204, -25.5100], [9.1894, -9.2470, -24.6558], [10.9791, -9.4169, -21.7585], [12.6464, -8.4698, -23.2015], [12.2871, -8.2527, -25.6046], [10.0441, -8.7025, -26.5742], [8.2333, -9.5371, -25.0785], [12.0296, -4.9185, -14.1251], [12.2202, -5.8501, -15.2375], [12.3762, -6.5696, -16.1174], [13.0393, -4.7865, -13.7290], [11.3227, -5.2988, -13.3951], [11.6934, -3.9426, -14.4710], [15.4397, -6.4395, -17.0120], [15.2365, -7.5020, -17.9949], [15.1012, -8.3539, -18.7525], [14.6170, -5.7480, -16.8909], [16.2984, -5.8479, -17.3382], [15.7048, -6.9271, -16.0753], [16.1601, -11.2286, -20.1501], [15.5187, -10.4508, -21.2005], [14.9786, -9.8785, -22.0368], [17.0174, -11.8078, -20.4876], [15.4766, -11.9286, -19.6658], [16.5121, -10.5910, -19.3378], [6.9596, -7.4953, -18.3774], [6.4698, -7.9305, -17.0685], [6.1424, -8.2724, -16.0226], [7.2859, -6.4630, -18.2234], [6.1595, -7.4679, -19.1112], [7.8368, -8.0623, -18.6726], [6.7832, -13.3508, -21.1193], [6.1033, -14.1224, -20.0777], [5.5784, -14.7770, -19.2944], [7.8127, -13.2407, -20.7783], [6.3381, -12.3623, -21.1469], [6.7125, -13.8705, -22.0685], [12.4998, -6.2777, -19.5294], [11.0432, -6.2249, -19.5988], [9.8977, -6.1774, -19.6509], [13.0244, -5.9487, -20.4263], [12.8168, -7.3141, -19.4297], [12.8100, -5.6708, -18.6829], [9.4306, -8.6592, -14.8157], [10.3242, -8.3382, -13.6972], [11.0638, -8.0421, -12.8702], [9.6823, -8.0452, -15.6779], [8.4071, -8.5155, -14.4772], [9.6024, -9.7005, -15.0920]], "energy_ev": -79410.806, "charge": 0, "lumo_ev": 0.160, "e_above_lowest_kcal_mol": 5.9, "orbital_gap_ev": 9.20}

2.
{"formula": "C18H21AgBrFNO3S", "method": "ωB97M-V/def2-TZVPD", "elements": ["Ag", "Br", "C", "C", "N", "C", "C", "C", "C", "O", "O", "H", "H", "H", "F", "C", "C", "C", "C", "C", "C", "H", "H", "H", "H", "C", "C", "C", "S", "O", "C", "C", "C", "H", "H", "H", "H", "H", "H", "H", "H", "H", "H", "H", "H", "H", "H"], "xyz": [[0.1886, -0.7083, -0.0339], [0.8984, -8.4719, 1.4651], [0.0452, -7.1799, 0.3616], [-0.9683, -7.5870, -0.4915], [-1.6064, -6.7401, -1.2886], [-1.2440, -5.4603, -1.2487], [-0.2397, -4.9629, -0.4264], [0.4258, -5.8526, 0.4053], [0.1240, -3.4825, -0.4260], [1.0305, -3.1406, 0.3619], [-0.5155, -2.7355, -1.1938], [-1.2687, -8.6283, -0.5283], [-1.7690, -4.7728, -1.9000], [1.2099, -5.4816, 1.0505], [-1.7509, 1.2567, 5.6319], [-1.3331, 0.8947, 4.3804], [-1.0893, -0.4327, 4.1097], [-0.6676, -0.7829, 2.8319], [-0.4712, 0.1483, 1.7937], [-0.7358, 1.4764, 2.1556], [-1.1643, 1.8672, 3.4225], [-1.2275, -1.1717, 4.8892], [-0.4754, -1.8332, 2.6404], [-0.6028, 2.2782, 1.4348], [-1.3627, 2.9035, 3.6699], [2.0422, 4.7334, 0.8846], [1.4222, 4.8313, -0.5050], [1.7667, 3.6402, -1.3932], [1.0688, 2.0733, -0.7513], [1.7064, 1.0057, -1.5809], [-0.6415, 2.2667, -1.3846], [-0.8858, 1.5630, -2.7104], [-0.1963, 2.1903, -3.9128], [1.8211, 5.6236, 1.4744], [3.1274, 4.6365, 0.8178], [1.6683, 3.8655, 1.4277], [1.7680, 5.7418, -1.0030], [0.3358, 4.9325, -0.4211], [2.8430, 3.4551, -1.3782], [1.4625, 3.7896, -2.4276], [-0.8630, 3.3367, -1.4370], [-1.2724, 1.8155, -0.6179], [-1.9684, 1.5474, -2.8640], [-0.5700, 0.5225, -2.6102], [-0.4355, 3.2535, -4.0053], [-0.5139, 1.6978, -4.8331], [0.8844, 2.0779, -3.8362]], "energy_ev": -114234.804, "charge": -1, "lumo_ev": 2.488, "e_above_lowest_kcal_mol": 1.9, "orbital_gap_ev": 7.19}

3.
{"formula": "C6H9N2O2", "method": "ωB97M-V/def2-TZVPD", "elements": ["C", "C", "C", "C", "C", "C", "N", "N", "O", "O", "H", "H", "H", "H", "H", "H", "H", "H", "H"], "xyz": [[0.6427, 0.8581, 0.2435], [-0.7000, 0.1974, 0.3970], [1.2430, 0.0242, -0.6860], [-0.7898, -0.8714, -0.4588], [-0.4213, 0.5221, 1.7586], [0.5752, -1.6722, -2.3939], [0.3418, -0.8573, -1.2286], [-0.6801, 1.9231, 2.1535], [2.3822, 0.2155, -1.3546], [-1.7470, -1.7656, -0.7354], [-0.2480, -0.1628, 2.5736], [1.2639, -2.4872, -2.1619], [-0.3765, -2.0789, -2.7277], [1.0207, -1.0563, -3.1749], [-1.6126, 2.0384, 2.5767], [-0.6176, 2.4591, 1.2671], [0.0269, 2.2777, 2.8115], [2.9743, 0.8059, -0.8736], [-2.4931, -1.6957, -0.1301]], "energy_ev": -13432.079, "charge": 1, "lumo_ev": -3.665, "e_above_lowest_kcal_mol": 114.5, "orbital_gap_ev": 7.78, "smiles": "Cn1c(O)c2c(c1O)C2[NH3+]"}

4.
{"formula": "C35H91O28P5", "method": "ωB97M-V/def2-TZVPD", "elements": ["C", "O", "P", "O", "O", "C", "O", "C", "H", "H", "H", "H", "H", "H", "H", "H", "H", "C", "O", "P", "O", "O", "C", "O", "C", "H", "H", "H", "H", "H", "H", "H", "H", "H", "C", "O", "P", "O", "O", "C", "O", "C", "H", "H", "H", "H", "H", "H", "H", "H", "H", "C", "O", "P", "O", "O", "C", "O", "C", "H", "H", "H", "H", "H", "H", "H", "H", "H", "C", "O", "P", "O", "O", "C", "O", "C", "H", "H", "H", "H", "H", "H", "H", "H", "H", "C", "O", "C", "C", "O", "C", "H", "H", "H", "H", "H", "H", "H", "H", "H", "H", "C", "O", "C", "C", "O", "C", "H", "H", "H", "H", "H", "H", "H", "H", "H", "H", "C", "O", "C", "C", "O", "C", "H", "H", "H", "H", "H", "H", "H", "H", "H", "H", "C", "C", "C", "O", "C", "H", "H", "H", "H", "H", "H", "H", "H", "C", "C", "C", "O", "C", "H", "H", "H", "H", "H", "H", "H", "H"], "xyz": [[1.7409, -1.5064, 4.9681], [1.4853, -2.0837, 3.7479], [0.9911, -1.3048, 2.4623], [-0.3373, -0.6130, 2.5471], [2.1460, -0.2396, 2.1095], [2.1959, 0.5006, 0.8578], [1.1821, -2.3826, 1.2368], [0.2788, -3.4525, 1.1898], [1.2812, -2.1138, 5.7477], [1.5303, -0.4406, 5.0565], [2.8049, -1.6541, 5.1527], [3.0507, 0.0899, 0.3204], [2.3237, 1.5736, 1.0003], [1.3364, 0.3201, 0.2121], [-0.4912, -3.4620, 1.9612], [0.7732, -4.3670, 1.5175], [-0.1781, -3.5894, 0.2097], [-6.1303, -1.5316, -8.0302], [-4.7408, -1.6580, -8.2191], [-3.8427, -0.4401, -8.8901], [-4.4254, 0.8997, -8.3689], [-3.8765, -0.6597, -10.5100], [-3.0850, 0.1008, -11.3311], [-2.3538, -0.7408, -8.2948], [-2.1848, -0.5855, -6.9181], [-6.7011, -2.2243, -8.6486], [-6.5606, -0.5347, -8.1262], [-6.3861, -1.8310, -7.0138], [-2.4493, -0.4288, -12.0407], [-2.4116, 0.7200, -10.7385], [-3.5955, 0.8204, -11.9711], [-3.1599, -0.5454, -6.4327], [-1.7399, 0.3911, -6.7270], [-1.7048, -1.4828, -6.5275], [5.7176, 4.1652, 11.7313], [5.9906, 3.0966, 12.4744], [5.8659, 1.6124, 11.7383], [4.6229, 1.4216, 10.9238], [5.9839, 0.5790, 12.9549], [5.0828, -0.4988, 13.0617], [7.2320, 1.5998, 10.9217], [7.2417, 1.1159, 9.6396], [4.6804, 4.4819, 11.6221], [6.2092, 3.9552, 10.7813], [6.4365, 4.8565, 12.1712], [4.4816, -0.4638, 13.9702], [5.7276, -1.3581, 13.2458], [4.6410, -0.7524, 12.0981], [7.9731, 1.6884, 9.0692], [6.3822, 1.1848, 8.9727], [7.5826, 0.0806, 9.6393], [-4.7327, 2.9529, 5.9666], [-4.2946, 1.6833, 6.5383], [-5.1673, 0.7801, 7.5760], [-6.6049, 1.0687, 7.6469], [-4.8411, -0.7999, 7.2170], [-5.6778, -1.3553, 6.2186], [-4.4670, 0.9944, 9.0380], [-3.0429, 0.9148, 9.1872], [-4.1293, 3.7724, 6.3572], [-5.8024, 3.0682, 6.1411], [-4.5737, 2.8865, 4.8903], [-5.1878, -2.2133, 5.7585], [-5.7541, -0.6350, 5.4040], [-6.7302, -1.5242, 6.4468], [-2.8719, -0.1270, 8.9160], [-2.8224, 1.2490, 10.2010], [-2.5351, 1.5361, 8.4495], [9.1012, 0.0562, -6.5273], [7.7960, 0.2122, -6.0598], [6.9634, -1.1950, -5.9490], [5.5872, -0.9934, -5.5587], [7.1358, -1.8931, -7.4159], [6.3224, -1.3715, -8.4913], [7.8722, -2.1838, -4.9274], [7.9956, -1.8685, -3.5946], [9.5854, 1.0326, -6.5445], [9.2339, -0.3059, -7.5468], [9.8129, -0.5065, -5.9231], [6.9421, -0.7001, -9.0856], [5.4471, -0.8728, -8.0751], [5.9434, -2.1522, -9.1509], [7.7729, -2.7528, -2.9975], [7.3527, -1.0054, -3.4223], [9.0506, -1.6148, -3.4913], [-4.8304, -9.3067, -3.5998], [-5.2327, -8.1354, -4.2234], [-4.7978, -7.9088, -5.5801], [-5.8318, -8.2334, -6.5857], [-5.4620, -8.7459, -7.8857], [-4.7834, -7.8632, -8.7184], [-3.7683, -9.2289, -3.3674], [-5.0546, -10.1355, -4.2713], [-5.4431, -9.5927, -2.7449], [-3.8357, -8.3710, -5.8007], [-4.8779, -6.8237, -5.6456], [-6.5387, -7.4186, -6.7419], [-6.5706, -8.9399, -6.2076], [-4.2639, -8.3189, -9.5613], [-3.9734, -7.3764, -8.1752], [-5.4902, -7.1723, -9.1780], [6.3401, 6.2447, -4.9038], [5.7819, 7.1465, -5.7244], [5.8544, 6.9269, -7.1602], [4.8746, 5.8673, -7.7133], [3.5013, 6.2937, -7.4989], [2.4590, 5.5094, -8.1148], [7.3030, 5.9245, -5.3017], [5.6168, 5.4308, -4.8518], [6.4843, 6.6105, -3.8872], [6.8206, 6.7997, -7.6484], [5.5475, 7.8652, -7.6223], [4.9455, 4.9767, -7.0890], [4.9159, 5.3998, -8.6971], [1.4564, 5.7644, -7.7717], [2.4553, 4.5483, -7.6007], [2.5677, 5.4269, -9.1963], [-6.0186, 1.3577, -1.9507], [-5.9391, 2.5255, -2.7939], [-5.0432, 3.4573, -2.2889], [-4.7025, 4.3882, -3.3298], [-5.6229, 5.4195, -3.5843], [-6.7836, 5.0352, -4.2357], [-5.0403, 0.9245, -1.7423], [-6.8134, 0.8000, -2.4461], [-6.3852, 1.5529, -0.9429], [-4.1307, 2.9562, -1.9659], [-5.5265, 3.8818, -1.4090], [-4.3375, 3.9914, -4.2772], [-3.9175, 5.0240, -2.9204], [-7.2398, 4.1395, -3.8142], [-6.4919, 5.0343, -5.2859], [-7.4286, 5.8922, -4.0416], [-2.4149, -7.9391, 8.4586], [-3.8436, -8.3590, 8.2443], [-3.9048, -8.9152, 6.8945], [-2.8376, -8.2304, 6.1827], [-1.7256, -8.0707, 7.0856], [-1.8374, -8.5461, 9.1558], [-2.4931, -6.9042, 8.7919], [-4.5117, -7.4988, 8.2012], [-4.2651, -8.9943, 9.0233], [-4.8224, -8.6165, 6.3877], [-3.6317, -9.9689, 6.9511], [-1.0666, -7.2542, 6.7901], [-1.1737, -9.0106, 7.0723], [2.5195, 8.1378, 3.3416], [2.7218, 7.1635, 4.4149], [1.3968, 7.1509, 5.2301], [0.5898, 8.2088, 4.6819], [0.9697, 8.3487, 3.3516], [3.0038, 7.8938, 2.3960], [3.0868, 9.0408, 3.5672], [3.4764, 7.6138, 5.0599], [3.0347, 6.2467, 3.9152], [1.5799, 7.3902, 6.2776], [0.9957, 6.1409, 5.1455], [0.7257, 9.3464, 2.9866], [0.3816, 7.6356, 2.7738]], "energy_ev": -141543.903, "charge": 0, "lumo_ev": 0.329, "e_above_lowest_kcal_mol": 23.0, "orbital_gap_ev": 9.69, "smiles": "COP(=O)(OC)OC.COP(=O)(OC)OC.COP(=O)(OC)OC.COP(=O)(OC)OC.COP(=O)(OC)OC.C1CCOC1.C1CCOC1.COCCOC.COCCOC.COCCOC"}

Computed values of F_max (unit: eV Å⁻¹) for the preceding records, in sequence: 1.44, 0.72, 3.41, 6.94.